(1)
A molecular structure, C31H24BN8O2RhS3, computed with ωB97M-V with the def2-TZVPD basis set.

Net charge: +2
Frontier orbital gap (alpha / beta), eV: 6.03 / 4.33
⟨S²⟩: 6.072
LUMO level (alpha / beta), eV: -6.281 / -8.265
Spin multiplicity: 5
ΔE to the lowest compared entry with this formula, charge and spin, kJ/mol: 201.8

Geometry as XYZ:
```
70
Properties=species:S:1:pos:R:3:lowdin_charge:R:1
Rh -0.013 -0.258 -1.337 0.887
N -1.576 3.237 0.626 0.188
C -1.019 3.511 1.869 -0.196
C -1.550 4.512 2.678 0.017
C -0.957 4.772 3.893 -0.011
C 0.165 4.046 4.317 -0.022
C 0.690 3.053 3.526 -0.061
C 0.093 2.773 2.288 -0.395
S 0.741 1.494 1.338 1.239
N -0.148 1.492 -0.047 -0.286
C -1.137 2.331 -0.261 -0.259
C -1.748 2.305 -1.616 -0.230
C -2.330 3.472 -2.160 0.025
C -2.870 3.408 -3.461 -0.043
C -2.633 2.303 -4.209 0.003
C -1.761 1.218 -3.685 -0.273
N -1.610 1.174 -2.244 0.085
H -2.395 3.769 0.362 0.162
H -2.412 5.079 2.348 0.133
H -1.359 5.550 4.527 0.130
H 0.619 4.271 5.272 0.129
H 1.558 2.487 3.844 0.125
H -2.362 4.400 -1.606 0.116
H -3.455 4.232 -3.845 0.126
H -3.033 2.202 -5.209 0.123
H -2.091 0.237 -4.033 0.153
N 0.078 -3.710 -0.691 0.148
C 0.369 -3.365 -1.956 -0.670
N 0.218 -2.147 -2.428 -0.017
C 0.675 -2.081 -3.739 -0.320
C 1.148 -3.230 -4.257 -0.303
S 1.046 -4.486 -3.081 1.130
C 0.481 -0.788 -4.388 -0.321
C 0.156 -0.604 -5.744 -0.304
S -0.305 0.998 -6.063 1.070
C -0.259 1.354 -4.219 -0.692
N 0.437 0.261 -3.602 0.048
N 0.307 2.604 -3.844 0.105
H -0.401 -3.042 -0.108 0.060
H 0.166 -4.659 -0.376 0.118
H 1.549 -3.409 -5.240 0.092
H 0.186 -1.365 -6.508 0.089
H -0.057 3.382 -4.379 0.095
H 1.317 2.577 -3.924 0.107
O 2.721 -1.597 -1.203 0.142
B 1.654 -1.021 -0.523 -0.654
O 1.857 -1.136 0.866 0.033
C 3.061 -1.806 1.013 -0.206
C 3.699 -2.183 2.172 0.005
C 4.908 -2.861 2.019 -0.072
C 5.430 -3.136 0.760 -0.067
C 4.771 -2.748 -0.405 0.022
C 3.579 -2.081 -0.238 -0.197
H 3.286 -1.967 3.148 0.115
H 5.450 -3.179 2.899 0.110
H 6.371 -3.662 0.682 0.111
H 5.173 -2.954 -1.387 0.126
N -1.280 -1.138 0.510 0.157
C -1.529 -1.388 1.605 -0.105
C -1.832 -1.688 2.972 -0.222
C -3.136 -2.030 3.334 -0.017
C -3.405 -2.330 4.658 -0.048
C -2.385 -2.292 5.600 -0.043
C -1.088 -1.956 5.232 -0.052
C -0.801 -1.653 3.912 -0.024
H -3.918 -2.059 2.588 0.125
H -4.409 -2.600 4.954 0.118
H -2.602 -2.534 6.632 0.119
H -0.301 -1.943 5.973 0.116
H 0.207 -1.415 3.599 0.112
```

(2)
A molecular structure, C39H40Cl3N2O2P2V, computed with ωB97M-V with the def2-TZVPD basis set.

Net charge: +2
Frontier orbital gap (alpha / beta), eV: 6.97 / 7.25
⟨S²⟩: 2.052
LUMO level (alpha / beta), eV: -5.908 / -5.707
Spin multiplicity: 3
ΔE to the lowest compared entry with this formula, charge and spin, kJ/mol: 139.4

Geometry as XYZ:
```
89
Properties=species:S:1:pos:R:3:lowdin_charge:R:1
V 0.906 0.615 -0.909 0.864
O 1.445 0.133 0.958 -0.395
P 0.619 -0.850 1.772 0.820
C 0.776 -2.515 1.034 -0.253
P 0.137 -2.590 -0.678 0.801
O 0.600 -1.359 -1.440 -0.403
C 0.814 -4.065 -1.431 -0.283
C 2.159 -4.060 -1.805 -0.074
C 2.697 -5.180 -2.412 -0.053
C 1.899 -6.294 -2.647 -0.042
C 0.564 -6.297 -2.270 -0.047
C 0.014 -5.181 -1.661 -0.056
C -1.655 -2.664 -0.650 -0.309
C -2.431 -3.038 0.443 -0.076
C -3.812 -3.034 0.328 -0.049
C -4.413 -2.674 -0.870 -0.042
C -3.640 -2.317 -1.967 -0.046
C -2.260 -2.311 -1.859 -0.070
C -1.092 -0.276 1.762 -0.267
C -1.565 0.421 0.651 -0.095
C -2.819 0.999 0.662 -0.030
C -3.607 0.888 1.801 -0.030
C -3.148 0.193 2.912 -0.038
C -1.890 -0.391 2.896 -0.053
C 1.239 -0.965 3.446 -0.291
C 1.109 -2.123 4.212 -0.077
C 1.625 -2.154 5.496 -0.050
C 2.269 -1.038 6.016 -0.038
C 2.397 0.116 5.254 -0.043
C 1.882 0.156 3.969 -0.062
H 0.302 -3.282 1.647 0.075
H 1.849 -2.720 0.990 0.095
H 2.770 -3.181 -1.628 0.102
H 3.738 -5.190 -2.705 0.116
H 2.323 -7.164 -3.130 0.120
H -0.050 -7.169 -2.453 0.119
H -1.029 -5.168 -1.368 0.111
H -1.971 -3.333 1.378 0.107
H -4.422 -3.322 1.174 0.119
H -5.492 -2.681 -0.954 0.119
H -4.109 -2.053 -2.905 0.118
H -1.638 -2.043 -2.705 0.114
H -0.956 0.508 -0.253 0.059
H -3.178 1.541 -0.203 0.124
H -4.581 1.357 1.822 0.122
H -3.763 0.125 3.799 0.120
H -1.526 -0.927 3.765 0.114
H 0.612 -3.002 3.821 0.104
H 1.531 -3.050 6.094 0.119
H 2.671 -1.072 7.020 0.121
H 2.898 0.984 5.659 0.119
H 1.989 1.046 3.361 0.099
C 0.342 3.672 3.013 -0.030
C -0.186 3.837 1.615 -0.250
C -1.225 4.710 1.328 0.010
C -1.715 4.849 0.030 -0.247
C -2.778 5.864 -0.274 -0.032
C -1.208 4.042 -0.981 0.013
C -0.157 3.148 -0.736 -0.254
C 0.371 3.113 0.571 -0.018
N 0.402 2.212 -1.610 -0.096
C 0.549 2.318 -3.085 -0.563
C 2.046 2.581 -3.411 -0.023
C 0.087 0.956 -3.642 -0.035
C -0.270 3.394 -3.800 -0.044
H -0.057 4.427 3.687 0.086
H 1.431 3.732 3.032 0.088
H 0.054 2.690 3.401 0.072
H -1.646 5.318 2.121 0.126
H -3.290 6.184 0.631 0.083
H -3.517 5.480 -0.976 0.085
H -2.327 6.750 -0.726 0.096
H -1.678 4.108 -1.948 0.095
H 1.290 2.562 0.743 0.103
H 2.553 1.668 -3.727 0.070
H 2.561 2.991 -2.544 0.084
H 2.142 3.306 -4.217 0.090
H 0.667 0.114 -3.244 0.052
H 0.201 0.939 -4.725 0.109
H -0.971 0.814 -3.409 0.096
H -0.017 4.396 -3.460 0.099
H -1.342 3.225 -3.703 0.085
H -0.032 3.328 -4.861 0.099
Cl 5.964 1.691 -1.621 0.682
C 5.211 0.090 -1.787 -1.588
Cl 5.880 -1.046 -0.606 0.668
Cl 5.402 -0.531 -3.435 0.674
C 3.796 0.262 -1.528 -0.251
N 2.682 0.461 -1.356 0.141
```

(3)
C5H7N3O3 in the gas phase, computed with ωB97M-V with the def2-TZVPD basis set.

Net charge: 0
Frontier orbital gap, eV: 8.95
LUMO level, eV: -0.490
ΔE to the lowest compared entry with this formula, charge and spin, kJ/mol: 613.8

Geometry as XYZ:
```
18
Properties=species:S:1:pos:R:3:lowdin_charge:R:1
C -1.563 -1.563 0.521 -0.101
C -0.520 -1.596 1.398 -0.182
C -0.273 -0.012 -0.082 -0.226
C 1.348 0.212 -1.863 -0.039
C 0.514 1.034 -0.906 -0.486
N -1.332 -0.623 -0.460 0.135
N 0.320 -0.558 1.214 0.087
N -0.019 0.755 2.191 -0.306
O -0.922 0.379 2.841 0.135
O 0.646 1.734 2.088 0.150
O -0.328 1.824 -1.523 -0.020
H -2.288 -2.353 0.510 0.102
H -0.390 -2.277 2.363 0.160
H 0.900 -0.603 -2.364 0.066
H 2.188 -0.266 -1.311 0.098
H 1.715 0.958 -2.578 0.093
H 1.241 1.645 -0.311 0.152
H -1.236 1.309 -1.728 0.182
```

(4)
2 unconnected molecules or ions with the total composition C2H2ClNO, computed with ωB97M-V with the def2-TZVPD basis set.

Net charge: 0
Frontier orbital gap (alpha / beta), eV: 9.56 / 8.17
LUMO level (alpha / beta), eV: -0.614 / -0.510
ΔE to the lowest compared entry with this formula, charge and spin, kJ/mol: 477.9

Geometry as XYZ:
```
7
Properties=species:S:1:pos:R:3:lowdin_charge:R:1
C -0.635 1.071 1.076 -0.517
C -1.059 0.384 -0.113 -0.694
N 0.247 0.941 0.036 0.132
O -0.777 1.485 2.169 0.143
Cl -2.146 0.687 -1.359 0.677
H -0.525 -1.891 0.342 0.120
H 0.831 1.559 -0.506 0.139
```

(5)
C7H9NO in the gas phase, computed with ωB97M-V with the def2-TZVPD basis set.

Net charge: 0
Frontier orbital gap, eV: 10.27
LUMO level, eV: 0.885
ΔE to the lowest compared entry with this formula, charge and spin, kJ/mol: 335.6

Geometry as XYZ:
```
18
Properties=species:S:1:pos:R:3:lowdin_charge:R:1
C 1.497 -0.488 1.149 -0.041
C 1.264 -0.467 -0.417 -0.247
C 0.369 0.418 -1.114 -0.172
C -0.822 1.217 -0.671 -0.163
C -1.226 1.289 0.766 -0.079
C -1.329 -1.098 -0.132 -0.326
C 0.034 -1.097 -1.005 -0.038
H 1.567 0.646 1.460 0.112
H 0.683 -0.919 1.685 0.050
H 2.302 -1.076 1.563 0.059
H 2.265 -0.633 -0.945 0.162
H 0.725 0.759 -2.034 0.118
H -1.135 1.969 -1.349 0.129
H -2.001 2.037 1.167 0.139
H -0.549 1.003 1.493 0.059
H 0.128 -1.794 -1.753 0.102
N -1.764 0.271 -0.063 0.030
O -2.006 -2.038 0.200 0.108
```

(6)
C4H6O2 in the gas phase, computed with ωB97M-V with the def2-TZVPD basis set.

Net charge: 0
Frontier orbital gap, eV: 10.36
LUMO level, eV: 0.541
ΔE to the lowest compared entry with this formula, charge and spin, kJ/mol: 224.4

Geometry as XYZ:
```
12
Properties=species:S:1:pos:R:3:lowdin_charge:R:1
C -0.659 0.075 0.273 -0.417
C 0.443 1.209 -0.024 -0.020
C 1.379 -0.018 -0.115 -0.314
C 0.218 -1.081 -0.013 -0.061
H -2.347 -0.694 -0.083 0.098
H -0.780 0.203 1.412 0.164
H 0.370 2.117 0.623 0.116
H 0.417 1.729 -1.096 0.160
H -0.020 -1.506 -0.964 0.113
H 0.227 -1.955 0.689 0.136
O -1.871 0.060 -0.463 -0.025
O 2.622 -0.139 -0.239 0.050
```

(7)
C4H7NO3 in the gas phase, computed with ωB97M-V with the def2-TZVPD basis set.

Net charge: 0
Frontier orbital gap, eV: 10.88
LUMO level, eV: 0.891
ΔE to the lowest compared entry with this formula, charge and spin, kJ/mol: 420.8

Geometry as XYZ:
```
15
Properties=species:S:1:pos:R:3:lowdin_charge:R:1
C -3.617 0.018 -0.357 -0.384
C -0.348 -0.705 -0.094 -0.220
C 2.254 0.987 0.054 -0.064
C 1.889 -0.408 0.645 -0.210
N -1.401 -0.007 0.005 0.091
O -4.018 0.323 0.714 0.104
O -2.417 -0.098 -0.901 -0.011
O 0.506 -0.606 0.909 -0.064
H -4.331 -0.223 -1.147 0.135
H -0.241 -1.521 -0.879 0.171
H 3.311 0.795 -0.336 0.104
H 1.586 1.367 -0.670 0.052
H 2.265 1.805 0.739 0.057
H 2.373 -0.628 1.550 0.102
H 2.187 -1.099 -0.234 0.136
```

(8)
FI2PS in the gas phase, computed with ωB97M-V with the def2-TZVPD basis set.

Net charge: 0
Frontier orbital gap, eV: 8.05
LUMO level, eV: -1.400
ΔE to the lowest compared entry with this formula, charge and spin, kJ/mol: 180.6

Geometry as XYZ:
```
5
Properties=species:S:1:pos:R:3:lowdin_charge:R:1
F 1.163 -0.773 -0.211 -0.549
P -1.292 0.288 0.997 -0.200
S 0.155 0.519 -0.472 0.306
I -2.222 2.306 0.008 0.352
I -2.848 -1.641 -0.088 0.092
```

| no. | E_tot (a.u.) |
| --- | --- |
| 1 | -3113.74662 |
| 2 | -4777.03780 |
| 3 | -584.50099 |
| 4 | -667.38316 |
| 5 | -402.01320 |
| 6 | -306.42083 |
| 7 | -436.98312 |
| 8 | -1434.80822 |